Below is a cluster of 2 separate species, C2H4N2O2 in total in a non-equilibrium geometry, with properties calculated with wB97M-V/def2-TZVPD.

Values from the calculation:
energy = -338.44919 a.u.
frontier orbital gap = 10.62 eV
net charge = 0
HOMO energy = -10.128 eV

Each line ends with the natural charge from an NBO analysis.
Cartesian coordinates (Å):
C1 0.95 0.16 0.00  0.866
C2 -2.45 -0.25 0.12  -0.149
H1 2.97 -0.63 -0.04  0.424
H2 1.61 -1.72 -0.54  0.408
H3 -2.30 -1.39 1.13  0.227
H4 -3.38 0.28 -0.32  0.218
N1 1.92 -0.77 -0.05  -0.857
N2 -1.32 0.42 -0.39  -0.108
O1 1.03 1.32 0.19  -0.582
O2 -0.29 -0.51 0.08  -0.447